(1)
Molecular formula: C4H28NO10S2
Method: DFT, ωB97M-V/def2-TZVPD

ORCA input file:
```
! wB97M-V def2-TZVPD RIJCOSX def2/J DEFGRID3
* xyz 1 1
N -0.08731 -1.94509 -1.36272
C -0.81078 -0.78895 -0.72056
C -2.08350 -1.27597 0.01733
O -2.87386 -0.46508 0.41297
C 0.06218 -0.04473 0.27037
S 1.40838 0.85370 -0.60778
S 2.10957 2.32597 0.51328
C 3.40703 1.71381 1.60939
H -0.56661 -2.81676 -1.12733
H 0.83928 -2.02770 -1.00987
H -0.12608 -1.80100 -2.42363
H -1.12368 -0.10618 -1.57426
H -2.21876 -2.37721 0.09625
H -0.55011 0.65529 0.89214
H 0.54237 -0.72957 0.97030
H 4.19418 1.25705 1.09343
H 3.79777 2.61810 2.10959
H 3.01497 1.02325 2.36084
H -2.78282 1.20871 -0.22980
H -1.86265 2.29450 0.39155
O -2.32078 2.04806 -0.40941
H -0.79142 2.47784 -3.14251
H -1.76255 1.88033 -1.98994
O -1.40089 1.68565 -2.89630
H 1.88242 -2.54843 0.97577
H 3.03560 -2.26252 0.04319
O 2.15299 -2.53009 0.08443
H -0.25594 -3.65792 1.21170
H -0.92281 -4.78699 0.42233
O -0.81126 -3.88648 0.41137
H -0.60778 -0.73740 -4.63914
H -0.75255 0.25594 -3.47508
O -0.41099 -0.65836 -3.72140
H -2.01822 2.93541 2.50983
H -0.52561 3.16704 1.96437
O -1.24574 2.48124 2.04351
H 1.42179 -2.89078 3.31415
H 0.49086 -1.73968 2.80365
O 1.01914 -2.54053 2.53219
H -0.62066 0.44784 2.95560
H -0.61034 -0.31157 4.23843
O -0.43369 -0.42046 3.32480
H -0.09338 4.58676 -3.34576
H 1.09790 3.68160 -3.36741
O 0.19437 3.75137 -3.52985
*
```

E_HOMO: -11.933 eV
E_tot: -48233.3639 eV
Lowest unoccupied orbital energy: -2.50 eV
ΔE to the lowest compared entry with this formula, charge and spin: 0.000 eV


(2)
Molecular formula: C4H12S
Method: DFT, ωB97M-V/def2-TZVPD

ORCA input file:
```
! wB97M-V def2-TZVPD RIJCOSX def2/J DEFGRID3
* xyz 0 1
C -0.81914 2.26395 -0.92790
C -0.96310 1.14355 0.06854
S 0.52529 1.04430 1.20354
H 0.12959 2.19178 -1.44347
H -0.82619 3.21844 -0.42274
H -1.58077 2.20202 -1.70458
H -1.80286 1.30829 0.75303
H -1.00872 0.11450 -0.27906
H 0.97073 -0.13682 0.77332
C 0.47327 -2.67776 0.10394
C 0.29776 -2.28017 -1.34919
H 0.58292 -3.74630 0.29005
H -0.27661 -2.20834 0.75199
H 1.35875 -2.23473 0.57190
H 1.06915 -2.67637 -2.00928
H -0.66094 -2.68983 -1.68877
H 0.29306 -1.20051 -1.49740
*
```

SMILES: CCS.CC
E_HOMO: -9.016 eV
E_tot: -15177.4881 eV
Lowest unoccupied orbital energy: 0.97 eV
ΔE to the lowest compared entry with this formula, charge and spin: 0.218 eV


(3)
Molecular formula: C5H7NO
Method: DFT, ωB97M-V/def2-TZVPD

ORCA input file:
```
! wB97M-V def2-TZVPD RIJCOSX def2/J DEFGRID3
* xyz 0 1
O 1.91121 -0.83253 -1.03844
C 1.24598 -0.47586 -0.10022
C 0.23203 0.66165 -0.09976
C -1.25953 0.42321 -0.03645
C -1.56539 -0.84684 0.72272
C -0.77194 -0.41874 1.70614
N -0.50159 0.90135 1.14649
H 1.90606 0.62974 -2.51718
H 1.39042 -0.97849 0.87141
H 0.55432 1.59580 -0.56536
H -1.99378 1.06180 -0.52668
H 1.26105 0.75061 -2.86202
H -2.24198 -1.68101 0.59665
H -0.27777 -0.83330 2.57480
*
```

E_HOMO: -9.367 eV
E_tot: -8831.0570 eV
Lowest unoccupied orbital energy: 0.65 eV
ΔE to the lowest compared entry with this formula, charge and spin: 5.146 eV


(4)
Molecular formula: C47H36CsN9O4
Method: DFT, ωB97M-V/def2-TZVPD

ORCA input file:
```
! wB97M-V def2-TZVPD RIJCOSX def2/J DEFGRID3
* xyz -2 1
Cs -0.23722 0.35242 -1.44426
C -0.73366 -6.01038 -0.35843
C 0.64600 -6.01261 -0.63108
C 1.40714 -4.86692 -0.48377
C 0.76530 -3.71255 -0.04496
C 1.21600 -2.34701 0.20042
N 2.51470 -1.96396 0.16172
C 2.88353 -0.69267 0.20286
C 4.25303 -0.25042 0.50032
C 5.39077 -0.94212 0.89188
C 6.52373 -0.20462 1.19509
C 6.51144 1.19882 1.12015
C 5.36954 1.88385 0.73522
C 4.23958 1.14116 0.41772
C 2.85823 1.51567 0.06211
N 2.45487 2.80750 -0.06557
C 1.19662 3.16745 0.12487
N 0.16453 2.38343 0.50139
C -0.89404 3.14832 0.81911
N -2.08071 2.77492 1.26702
C -2.44232 1.47642 1.40710
N -1.72365 0.39708 1.13506
C -2.49776 -0.71904 1.29905
N -2.17011 -1.97194 1.03963
C -0.93586 -2.34787 0.64075
N 0.17727 -1.58723 0.59698
C -0.60810 -3.70977 0.22539
C -1.37388 -4.86110 0.06909
C -3.83198 -0.31188 1.75636
C -4.97492 -1.03232 2.07751
C -6.09058 -0.31539 2.48191
C -6.06178 1.08533 2.56403
C -4.91812 1.79836 2.24038
C -3.80072 1.07950 1.83631
C -0.55057 4.58286 0.57877
C -1.26039 5.75964 0.72732
C -0.61375 6.94799 0.40682
C 0.70906 6.95139 -0.04463
C 1.41712 5.76309 -0.18604
C 0.76315 4.58828 0.13160
N 2.12465 0.41703 -0.05330
H -1.29797 -6.92539 -0.49568
H 1.11397 -6.92955 -0.97139
H 2.46700 -4.85450 -0.69938
H 5.36533 -2.02125 0.96586
H 7.43273 -0.70819 1.50547
H 7.41383 1.74463 1.37447
H 5.33550 2.96479 0.69568
H -2.43619 -4.83774 0.27125
H -4.97893 -2.11059 2.00516
H -7.00209 -0.84303 2.73921
H -6.95458 1.61085 2.88434
H -4.87930 2.87788 2.29444
H -2.28290 5.74317 1.07606
H -1.13796 7.89154 0.50353
H 1.18662 7.89254 -0.28946
H 2.44331 5.74000 -0.52647
C -3.05016 -4.24382 -6.59754
O -3.33860 -2.97761 -7.13681
C -2.88946 -1.88690 -6.41966
C -3.27461 -0.63966 -6.96046
C -2.87979 0.48572 -6.28316
C -2.11316 0.46711 -5.10825
C -1.78068 1.74621 -4.47063
C -2.42570 3.02934 -4.97508
O -1.01679 1.84798 -3.51803
C -1.71114 -0.81475 -4.55654
O -1.04568 -0.93652 -3.50117
C -2.14281 -1.99043 -5.27796
H -3.52725 -4.97234 -7.25112
H -3.44879 -4.33613 -5.58295
H -1.97116 -4.42316 -6.57029
H -3.86553 -0.60148 -7.86240
H -3.18048 1.44873 -6.67996
H -3.51243 2.96006 -5.02290
H -2.07769 3.27895 -5.97972
H -2.13700 3.82266 -4.29107
H -1.84838 -2.93297 -4.84500
O 2.02299 2.12324 3.02398
C 2.17905 1.00002 3.44898
C 1.01892 0.02544 3.56528
C 1.31541 -1.47196 3.51050
C 2.01286 -2.09999 4.70631
C 3.48853 -1.74315 4.78165
C 3.71240 -0.25544 4.97440
N 3.44012 0.57299 3.81219
H 0.33643 0.25631 2.72874
H 0.49400 0.29273 4.49174
H 1.90589 -1.67300 2.62066
H 0.35868 -1.96766 3.33427
H 1.89528 -3.18581 4.66002
H 1.52491 -1.77855 5.63714
H 3.99222 -2.05517 3.86195
H 3.96589 -2.27588 5.61067
H 4.75590 -0.05951 5.23666
H 3.11565 0.07983 5.83712
H 4.12756 1.28872 3.61348
*
```

E_HOMO (spin up / spin down): -0.960 / -0.953 eV
E_tot: -71476.1642 eV
Lowest unoccupied orbital energy (spin up / spin down): 4.00 / 3.98 eV
ΔE to the lowest compared entry with this formula, charge and spin: 0.689 eV


(5)
Molecular formula: C14H14N2O4S2
Method: DFT, ωB97M-V/def2-TZVPD

ORCA input file:
```
! wB97M-V def2-TZVPD RIJCOSX def2/J DEFGRID3
* xyz 0 1
O -2.13402 -1.31402 0.92645
C -1.49250 -0.60275 1.66366
C -2.03765 -0.09762 3.00240
C -2.10344 1.39114 3.02469
C -3.11803 2.19335 2.60589
C -2.82421 3.57140 2.72883
C -1.58830 3.80275 3.23284
S -0.75335 2.34051 3.57925
N -0.22924 -0.15525 1.42086
C 0.57252 -0.36892 0.30094
C 0.19900 -1.24192 -0.71805
C 1.01898 -1.42891 -1.82525
S 0.63790 -2.50494 -3.16138
C -1.01473 -3.16370 -2.76925
C -2.13358 -2.16153 -3.01644
O -2.34614 -2.08183 -4.40581
C 2.23096 -0.74431 -1.91063
C 2.59217 0.11255 -0.88583
N 3.84661 0.82229 -0.96719
O 4.12548 1.57178 -0.05513
O 4.54413 0.62928 -1.93756
C 1.78057 0.31603 0.22258
H -1.39284 -0.46565 3.80326
H -3.03670 -0.51778 3.12784
H -4.04903 1.81387 2.22494
H -3.50872 4.35305 2.45312
H -1.10492 4.73828 3.43056
H 0.17019 0.47252 2.10870
H -0.73853 -1.75927 -0.62074
H -1.01528 -3.53186 -1.74577
H -1.13592 -3.99972 -3.45754
H -3.04033 -2.51642 -2.50278
H -1.86890 -1.17817 -2.60476
H -2.99890 -1.40036 -4.59280
H 2.88147 -0.87834 -2.76008
H 2.09756 0.99727 0.99698
*
```

SMILES: O=C(Cc1cccs1)Nc1cc(SCCO)cc([N+](=O)[O-])c1
E_HOMO: -8.398 eV
E_tot: -47583.4109 eV
Lowest unoccupied orbital energy: -0.48 eV
ΔE to the lowest compared entry with this formula, charge and spin: 3.598 eV


(6)
Molecular formula: C17H19BrN2O3S
Method: DFT, ωB97M-V/def2-TZVPD

ORCA input file:
```
! wB97M-V def2-TZVPD RIJCOSX def2/J DEFGRID3
* xyz 0 1
C -4.05266 -0.79673 -1.73008
C -3.11466 -0.29208 -0.68384
C -2.74054 1.04506 -0.62770
C -1.88014 1.49621 0.35231
S -1.30947 3.19266 0.26637
O -2.30316 4.01122 -0.35992
O -0.78325 3.57860 1.53667
N -0.06048 3.06645 -0.84665
C 0.86107 2.01819 -0.68429
C 1.53697 1.87807 0.52120
C 2.43246 0.84532 0.70887
C 2.68865 -0.08789 -0.30228
N 3.53704 -1.16510 -0.13293
C 4.35224 -1.63536 -1.23899
C 5.83529 -1.68732 -0.81397
O 6.13271 -0.63924 0.07479
C 5.48098 -0.79214 1.32153
C 4.11714 -1.48610 1.14766
C 1.99475 0.06334 -1.50949
C 1.09870 1.09571 -1.69578
C -1.35893 0.64604 1.30642
C -1.70706 -0.69276 1.26697
C -2.56651 -1.14104 0.27778
Br -3.00529 -2.98906 0.24637
H -4.37851 0.01267 -2.37680
H -3.57008 -1.56320 -2.33672
H -4.92836 -1.25147 -1.26716
H -3.12975 1.75647 -1.34004
H -0.41652 3.16729 -1.78540
H 1.35422 2.59580 1.30442
H 2.95034 0.78834 1.65256
H 4.02447 -2.63333 -1.56164
H 4.24954 -0.94222 -2.07477
H 6.48198 -1.54098 -1.68041
H 6.07913 -2.65754 -0.35691
H 5.36743 0.21974 1.71701
H 6.11421 -1.37475 2.00877
H 4.24980 -2.57418 1.17703
H 3.43600 -1.21549 1.95248
H 2.13662 -0.65034 -2.30599
H 0.57644 1.18719 -2.63822
H -0.70216 1.03780 2.06450
H -1.31411 -1.38560 1.99492
*
```

SMILES: Cc1cc(S(=O)(=O)Nc2ccc(N3CCOCC3)cc2)ccc1Br
E_HOMO: -7.645 eV
E_tot: -107937.0134 eV
Lowest unoccupied orbital energy: 0.45 eV
ΔE to the lowest compared entry with this formula, charge and spin: 1.342 eV


(7)
Molecular formula: H4N2O2P
Method: DFT, ωB97M-V/def2-TZVPD

ORCA input file:
```
! wB97M-V def2-TZVPD RIJCOSX def2/J DEFGRID3
* xyz -1 1
N -1.33051 1.14600 0.49898
N -0.66616 0.88616 -0.79627
O 2.37950 -1.18183 -0.04594
O -2.53911 -0.98078 -0.19433
P -1.14086 -0.60072 0.15901
H 1.71668 -1.58593 0.57017
H -0.58340 1.58113 1.06326
H 0.25436 1.16627 -0.91114
H 1.90949 -0.43030 -0.34373
*
```

E_HOMO: -3.386 eV
E_tot: -16428.9931 eV
Lowest unoccupied orbital energy: 4.37 eV
ΔE to the lowest compared entry with this formula, charge and spin: 4.522 eV